A structure of composition C4H7N in a non-equilibrium geometry. Source: the OMol25 dataset; level of theory: ωB97M-V/def2-TZVPD.

Its charge is 0. The strongest force on any atom comes out at 0.039 Eh/bohr. For the HOMO energy, the calculation gives -8.168 eV.

Positions of all 12 atoms, in Å:
C 0.90 -1.31 0.27
C -0.84 1.27 -0.76
C -1.23 0.04 -0.34
C 0.00 -0.12 0.49
N 0.43 1.29 -0.21
H 0.70 2.10 0.34
H -1.30 2.07 -1.32
H -1.97 -0.66 -0.65
H -0.13 0.13 1.54
H 0.83 -1.67 -0.75
H 0.66 -2.12 0.96
H 1.94 -1.02 0.43

Here are the Löwdin charges for atoms 1 to 6, given in e: number 1, C, carries -0.068; number 2, C, carries -0.179; number 3, C, carries -0.086; number 4, C, carries -0.313; number 5, N, carries 0.019; number 6, H, carries 0.094

=====

An isolated molecule of C25H23N3O2. Source: the OMol25 dataset; level of theory: ωB97M-V/def2-TZVPD.

Its charge is 0. Its SMILES is COc1ccc(NC(=O)c2cc(-c3ccccn3)nc3c(C)cc(C)cc23)c(C)c1. The strongest force on any atom comes out at 0.015 Eh/bohr. For the HOMO energy, the calculation gives -8.083 eV.

Positions of all 53 atoms, in Å:
C 1.45 -1.72 4.51
O 1.91 -0.41 4.28
C 2.12 0.00 3.00
C 2.45 1.34 2.82
C 2.61 1.85 1.56
C 2.45 1.04 0.43
N 2.51 1.64 -0.84
C 1.52 1.73 -1.77
O 1.68 2.37 -2.79
C 0.27 0.97 -1.45
C -0.30 1.09 -0.21
C -1.39 0.26 0.14
C -1.86 0.24 1.52
C -3.02 -0.46 1.88
C -3.39 -0.49 3.21
C -2.59 0.16 4.15
C -1.46 0.83 3.69
N -1.11 0.87 2.42
N -1.95 -0.56 -0.72
C -1.48 -0.62 -1.97
C -2.13 -1.49 -2.89
C -3.34 -2.24 -2.44
C -1.63 -1.61 -4.16
C -0.49 -0.90 -4.59
C 0.00 -1.08 -5.99
C 0.15 -0.06 -3.71
C -0.33 0.11 -2.40
C 2.22 -0.33 0.60
C 2.16 -1.27 -0.56
C 2.04 -0.82 1.88
H 1.28 -1.79 5.58
H 2.20 -2.46 4.21
H 0.52 -1.91 3.97
H 2.56 1.97 3.70
H 2.84 2.90 1.42
H 3.29 2.26 -1.02
H 0.07 1.77 0.54
H -3.59 -0.95 1.11
H -4.28 -1.02 3.53
H -2.84 0.15 5.20
H -0.81 1.35 4.37
H -3.66 -2.96 -3.19
H -3.13 -2.76 -1.51
H -4.16 -1.54 -2.25
H -2.12 -2.27 -4.86
H 0.27 -2.12 -6.17
H 0.86 -0.46 -6.18
H -0.79 -0.82 -6.70
H 1.01 0.51 -4.03
H 1.14 -1.61 -0.74
H 2.53 -0.81 -1.47
H 2.76 -2.16 -0.35
H 1.82 -1.88 1.99

Here are the Löwdin charges for atoms 1 to 6, given in e: number 1, C, carries -0.089; number 2, O, carries -0.089; number 3, C, carries -0.283; number 4, C, carries -0.005; number 5, C, carries -0.016; number 6, C, carries -0.241